Entry from OMol25: a structure of composition C40H57BF4KN7O2S2SbSi3 at a distorted geometry (the ωB97M-V functional and the def2-TZVPD basis).

```
! RIJCOSX wB97M-V def2-TZVPD def2/J DEFGRID3
* xyz -1 1
K 0.97 -1.10 -0.31
C 1.27 -0.75 6.80
S 2.53 0.28 6.04
C 2.84 -0.50 4.49
S 2.86 -2.30 4.48
N 3.01 0.34 3.55
N 3.63 -0.18 2.35
C 3.37 0.52 1.32
C 3.99 0.12 0.03
C 3.45 0.52 -1.21
C 3.89 0.00 -2.46
C 4.71 -1.13 -2.39
C 5.28 -1.37 -1.14
N 4.99 -0.76 0.02
H 0.98 -0.32 7.67
H 1.79 -1.67 6.93
H 0.42 -0.83 6.12
H 2.82 1.44 1.43
H 2.64 1.32 -1.25
H 3.47 0.31 -3.42
H 4.91 -1.63 -3.34
H 6.05 -2.09 -1.10
C -2.73 0.35 5.88
C -2.46 -1.14 6.12
C -2.73 -1.70 7.34
C -2.54 -3.04 7.66
C -2.01 -3.86 6.65
C -1.75 -3.31 5.41
C -1.93 -1.95 5.14
N -1.78 -1.41 3.86
C -0.90 -1.78 2.78
N 0.09 -2.71 3.26
C 1.17 -3.09 2.47
C 2.50 -2.83 2.80
C 3.54 -3.14 1.96
C 3.38 -3.73 0.73
C 2.03 -3.90 0.41
C 0.93 -3.77 1.26
C -0.43 -4.11 0.68
N -0.92 -1.32 1.61
C -1.72 -0.28 1.03
C -3.26 -0.46 1.11
C -4.04 0.63 1.36
C -3.37 1.93 1.48
C -2.08 2.14 1.51
C -1.05 1.07 1.37
C -0.13 1.22 2.56
H -2.90 0.84 6.83
H -3.56 0.49 5.19
H -1.85 0.83 5.42
H -3.09 -1.02 8.13
H -2.73 -3.37 8.62
H -1.82 -4.91 6.81
H -1.45 -4.02 4.61
H -2.11 -0.47 3.80
H 0.23 -2.50 4.26
H 4.56 -2.86 2.31
H 4.28 -3.88 0.15
H 1.79 -4.36 -0.56
H -0.20 -4.84 -0.11
H -0.99 -3.21 0.32
H -1.09 -4.71 1.37
H -3.65 -1.47 1.02
H -5.12 0.46 1.54
H -4.01 2.79 1.66
H -1.65 3.11 1.69
H 0.33 2.20 2.49
H 0.59 0.40 2.61
H -0.60 1.14 3.50
O -6.82 -2.73 4.29
C -6.60 -2.84 5.39
O -0.31 1.14 0.14
N -1.44 0.04 -0.38
C 3.06 3.63 -3.71
Si 1.75 2.95 -4.87
C 2.41 1.93 -6.35
C 1.18 4.52 -5.88
Sb 0.26 1.64 -3.37
Si -1.04 0.41 -5.16
C -0.05 -0.96 -5.94
C -1.41 1.52 -6.63
C -2.59 -0.14 -4.31
Si -1.46 3.35 -2.64
C -1.96 4.71 -3.87
C -0.92 4.20 -1.03
C -3.10 2.58 -2.10
H 3.83 4.31 -4.13
H 3.37 2.86 -3.13
H 2.53 4.25 -2.97
H 2.84 0.94 -6.22
H 3.13 2.49 -6.96
H 1.59 1.83 -6.98
H 0.77 4.35 -6.92
H 2.08 5.15 -5.91
H 0.32 4.99 -5.48
H 0.75 -0.50 -6.49
H -0.76 -1.31 -6.66
H 0.36 -1.66 -5.22
H -0.47 2.01 -6.80
H -2.13 2.37 -6.58
H -1.66 1.09 -7.67
H -2.57 -0.21 -3.23
H -3.04 -1.09 -4.70
H -3.33 0.67 -4.48
H -2.96 4.99 -3.58
H -2.02 4.34 -4.93
H -1.41 5.67 -3.74
H -0.05 4.91 -1.15
H -0.56 3.48 -0.30
H -1.85 4.74 -0.65
H -3.65 2.01 -2.84
H -3.76 3.39 -1.77
H -2.81 1.96 -1.25
F 1.56 -3.16 -4.50
B 1.57 -2.92 -3.12
F 2.86 -3.31 -2.60
F 0.52 -3.67 -2.51
F 1.35 -1.58 -2.80
*
```

Results
- HOMO energy: -4.32 eV
- Orbital gap: 6.19 eV